(1)
Computed, not measured: 2 unconnected molecules or ions with the total composition C4H5FN2, with ωB97M-V/def2-TZVPD.

Each atom is followed by the atoms it is bonded to, with distances in Å.
Geometry (Å):
1 C -2.45090 -0.30391 0.24216  N2 1.453, H6 1.080, H7 1.053, H8 1.163
2 N -1.33115 -1.15589 -0.12160  C1 1.453, C3 1.215
3 C -0.17781 -0.87913 -0.38726  N2 1.215, C4 1.335
4 C 1.12478 -0.82543 -0.67493  C3 1.335, F5 1.371, H9 0.993
5 F 1.95971 -1.01652 0.39605  C4 1.371
6 H -2.06975 0.19485 1.12073  C1 1.080
7 H -3.36085 -0.75234 0.52461  C1 1.053
8 H -2.81808 0.36910 -0.63196  C1 1.163
9 H 1.51293 -0.41470 -1.49122  C4 0.993
10 C 2.65115 1.61480 0.31889  N11 1.126, H12 1.065
11 N 2.09004 1.56129 -0.65627  C10 1.126
12 H 2.86993 1.60789 1.36081  C10 1.065

Values from the calculation:
SMILES   CN=C=CF.C#N
Orbital gap   9.0290 eV
LUMO   0.86 eV

***

(2)
Computed, not measured: C4H5FN2 in the gas phase, with ωB97M-V/def2-TZVPD.

Each atom is followed by the atoms it is bonded to, with distances in Å.
Geometry (Å):
1 C -2.82276 -1.22897 0.11320  N5 1.192, H8 1.074
2 C -0.81981 0.14463 0.00606  N5 1.286, N6 1.390, H9 1.114
3 C 0.95165 -1.39789 -0.01622  N6 1.280, F7 1.404
4 C 1.38776 1.06137 0.07578  N6 1.519, H10 1.027, H11 1.103, H12 1.001
5 N -1.81791 -0.64915 -0.16044  C1 1.192, C2 1.286
6 N 0.52920 -0.19020 0.01247  C2 1.390, C3 1.280, C4 1.519
7 F 2.35239 -1.48095 -0.07124  C3 1.404
8 H -3.63891 -1.57987 -0.49009  C1 1.074
9 H -0.85492 1.25284 0.11571  C2 1.114
10 H 1.47955 1.12922 1.09597  C4 1.027
11 H 2.36903 1.07697 -0.42770  C4 1.103
12 H 0.88472 1.86201 -0.25350  C4 1.001

Values from the calculation:
Orbital gap (alpha / beta)   8.3226 / 8.3219 eV
LUMO (alpha / beta)   0.52 / 0.52 eV

***

(3)
Computed, not measured: C4H5FN2 in the gas phase, with ωB97M-V/def2-TZVPD.

Each atom is followed by the atoms it is bonded to, with distances in Å.
Geometry (Å):
1 C -2.22409 0.24293 0.03801  C4 1.422, N5 1.162
2 C 1.57456 -0.47193 -0.83007  N6 1.308, H8 1.030, H9 1.090
3 C 0.12991 0.29911 0.97393  C4 1.465, N6 1.476, H10 1.188, H11 1.219
4 C -1.05343 -0.42160 0.49765  C1 1.422, C3 1.465, F7 1.364
5 N -3.06259 0.86728 -0.47037  C1 1.162
6 N 0.81696 0.46544 -0.32231  C2 1.308, C3 1.476, H12 1.034
7 F -0.81599 -1.61423 -0.12108  C4 1.364
8 H 1.85390 -1.12637 -0.08511  C2 1.030
9 H 1.71991 -0.33612 -1.90197  C2 1.090
10 H -0.19117 1.31221 1.50448  C3 1.188
11 H 0.86004 -0.36961 1.68457  C3 1.219
12 H 0.39198 1.15290 -0.96773  N6 1.034

Values from the calculation:
Orbital gap (alpha / beta)   7.5193 / 6.2873 eV
LUMO (alpha / beta)   0.06 / -0.55 eV

***

(4)
Computed, not measured: C4H5FN2 in the gas phase, with ωB97M-V/def2-TZVPD.

Each atom is followed by the atoms it is bonded to, with distances in Å.
Geometry (Å):
1 H -1.79255 0.92349 -1.67589  N2 1.034
2 N -0.96085 0.69039 -1.10762  H1 1.034, C3 1.243
3 C -0.76042 -0.45870 -0.67853  N2 1.243, C4 1.490, H9 1.031
4 C 0.54476 -0.82594 -0.06116  C3 1.490, F5 1.300, C6 1.696, H10 1.167
5 F 0.74769 -2.10948 -0.04929  C4 1.300
6 C 0.49804 -0.29033 1.54759  C4 1.696, C7 1.410, H11 1.035, H12 1.120
7 C -0.84914 -0.22521 1.95762  C6 1.410, N8 1.135
8 N -1.95501 -0.07573 2.16727  C7 1.135
9 H -1.17718 -1.36556 -0.93891  C3 1.031
10 H 1.49235 -0.34290 -0.54131  C4 1.167
11 H 0.82234 0.68088 1.39417  C6 1.035
12 H 1.23655 -0.87830 2.15082  C6 1.120

Values from the calculation:
SMILES   [H]/N=C/[C@H](F)CC#N
Orbital gap   11.0181 eV
LUMO   0.76 eV

***

Relative to the most stable one, in kcal/mol, the structures come out at (1) 42.9; (2) 81.9; (3) 50.9; (4) 0.0.

***

(1)
Computed, not measured: C11H15NO in the gas phase, with ωB97M-V/def2-TZVPD.

Each atom is followed by the atoms it is bonded to, with distances in Å.
Geometry (Å):
1 C 3.97784 -0.24347 -0.05669  O2 1.438, H14 1.211, H15 1.297, H16 1.188
2 O 2.66112 -0.76897 -0.29555  C1 1.438, C3 1.353
3 C 1.70477 0.15768 -0.05600  O2 1.353, C4 1.457, C8 1.459
4 C 1.90023 1.56908 0.25026  C3 1.457, C5 1.384, H17 1.209
5 C 0.74213 2.32531 0.30578  C4 1.384, C6 1.392, H18 1.124
6 C -0.53674 1.88693 -0.02464  C5 1.392, C7 1.322, H19 1.197
7 C -0.85127 0.62422 -0.25889  C6 1.322, C8 1.482, C12 1.474
8 C 0.34453 -0.23958 -0.40500  C3 1.459, C7 1.482, C9 1.555
9 C -0.01089 -1.74539 -0.56179  C8 1.555, C10 1.580, H20 1.238, H21 1.201
10 C -0.96332 -2.08361 0.65326  C9 1.580, C11 1.595, H22 1.268, H23 1.170
11 C -2.21448 -1.09655 0.59377  C10 1.595, C12 1.586, H24 1.204, H25 1.152
12 C -2.18879 0.05304 -0.49793  C7 1.474, C11 1.586, N13 1.547, H26 1.049
13 N -3.03138 1.32121 -0.22211  C12 1.547, H27 1.134, H28 1.012
14 H 4.57124 -1.13272 -0.62520  C1 1.211
15 H 3.97434 0.95440 -0.55360  C1 1.297
16 H 3.97892 -0.26298 1.13155  C1 1.188
17 H 2.95280 1.91315 0.73453  C4 1.209
18 H 0.93044 3.32658 0.77960  C5 1.124
19 H -1.52712 2.55306 -0.11143  C6 1.197
20 H 0.99507 -2.39594 -0.87231  C9 1.238
21 H -0.62201 -1.80524 -1.59338  C9 1.201
22 H -1.57008 -3.19188 0.75441  C10 1.268
23 H -0.49151 -1.88197 1.70520  C10 1.170
24 H -3.26387 -1.54908 0.21582  C11 1.204
25 H -2.07091 -0.60732 1.62711  C11 1.152
26 H -2.33158 -0.47420 -1.39335  C12 1.049
27 H -4.13584 1.12084 -0.05860  N13 1.134
28 H -2.92363 1.67340 -1.16483  N13 1.012

Values from the calculation:
SMILES   COc1cccc2c1CCC[C@H]2N
Orbital gap   8.8200 eV
LUMO   0.87 eV

***

(2)
Computed, not measured: 2 unconnected molecules or ions with the total composition C11H15NO, with ωB97M-V/def2-TZVPD.

Each atom is followed by the atoms it is bonded to, with distances in Å.
Geometry (Å):
1 C -2.28902 -1.34558 -0.97243  C2 1.506, H11 1.089, H12 1.087, H13 1.084
2 C -1.63348 -0.00507 -1.17411  C1 1.506, C3 1.373, C10 1.435
3 C -2.25393 1.21956 -1.15025  C2 1.373, N4 1.373, H14 1.079
4 N -1.32768 2.23293 -1.16447  C3 1.373, C5 1.362, H15 1.005
5 C -0.08410 1.68334 -1.07629  N4 1.362, C6 1.402, C10 1.407
6 C 1.13158 2.33398 -0.82328  C5 1.402, C7 1.382, H16 1.081
7 C 2.22060 1.53879 -0.52157  C6 1.382, C8 1.401, H17 1.075
8 C 2.10922 0.14245 -0.54675  C7 1.401, C9 1.379, H18 1.079
9 C 0.93125 -0.48559 -0.89169  C8 1.379, C10 1.413, H19 1.076
10 C -0.22846 0.28450 -1.13228  C2 1.435, C5 1.407, C9 1.413
11 H -1.94638 -2.01521 -1.76019  C1 1.089
12 H -3.37004 -1.29643 -1.07499  C1 1.087
13 H -1.94393 -1.77869 -0.04086  C1 1.084
14 H -3.28858 1.36643 -1.41999  C3 1.079
15 H -1.52578 3.21798 -1.17514  N4 1.005
16 H 1.15398 3.41118 -0.91328  C6 1.081
17 H 3.12303 2.04250 -0.22504  C7 1.075
18 H 2.97876 -0.44865 -0.30644  C8 1.079
19 H 0.95457 -1.54119 -1.09721  C9 1.076
20 C 0.26483 -0.73870 2.52483  C21 1.487, H23 1.081, H24 1.095, H25 1.096
21 C 0.50123 -2.10254 1.98081  C20 1.487, O22 1.451, H26 1.081, H27 1.088
22 O 0.83057 -3.03029 3.04646  C21 1.451, H28 0.972
23 H -0.05310 0.00171 1.80354  C20 1.081
24 H 1.10810 -0.28246 3.05359  C20 1.095
25 H -0.54308 -0.70515 3.26438  C20 1.096
26 H -0.36650 -2.54745 1.51362  C21 1.081
27 H 1.34513 -2.20104 1.30040  C21 1.088
28 H 0.05427 -3.07755 3.62874  O22 0.972

Values from the calculation:
SMILES   Cc1c[nH]c2ccccc12.CCO
Orbital gap   8.7517 eV
LUMO   0.87 eV

***

(3)
Computed, not measured: C11H15NO in the gas phase, with ωB97M-V/def2-TZVPD.

Each atom is followed by the atoms it is bonded to, with distances in Å.
Geometry (Å):
1 C 1.28417 1.41226 0.00177  C2 1.280, O13 1.318
2 C 2.22974 1.72808 0.80518  C1 1.280, H14 1.103, H15 1.067
3 C 2.37120 -0.78133 -0.61157  C10 1.378, N12 1.281, H16 1.115
4 C -1.23363 -1.43716 -0.88799  C6 1.555, C7 1.547, H17 1.148, H18 1.111
5 C 0.31430 -1.31700 0.84315  C6 1.570, C10 1.495, H19 1.161, H20 1.174
6 C -1.19312 -0.95941 0.59159  C4 1.555, C5 1.570, C8 1.575, H21 1.116
7 C -0.09503 -0.52500 -1.40165  C4 1.547, C9 1.574, C10 1.533, H22 1.148
8 C -1.34248 0.59936 0.42285  C6 1.575, C9 1.569, C11 1.540, H23 0.994
9 C -0.68560 0.87041 -0.97553  C7 1.574, C8 1.569, O13 1.376, H24 1.025
10 C 1.01275 -0.84693 -0.39170  C3 1.378, C5 1.495, C7 1.533
11 C -2.79623 1.07196 0.61182  C8 1.540, H25 1.134, H26 1.116, H27 1.153
12 N 3.15731 -0.72451 0.39876  C3 1.281, H28 1.005
13 O 0.36314 1.75533 -0.87658  C1 1.318, C9 1.376
14 H 2.36661 2.76618 1.15041  C2 1.103
15 H 2.82680 0.89350 1.09830  C2 1.067
16 H 2.71189 -0.99480 -1.65129  C3 1.115
17 H -0.72734 -2.46689 -0.87747  C4 1.148
18 H -2.17260 -1.52259 -1.47507  C4 1.111
19 H 0.55867 -0.60039 1.72364  C5 1.161
20 H 0.42250 -2.44874 1.13744  C5 1.174
21 H -1.93518 -1.33924 1.33424  C6 1.116
22 H 0.09448 -0.44983 -2.53149  C7 1.148
23 H -0.79558 1.03462 1.12937  C8 0.994
24 H -1.29877 1.45941 -1.54807  C9 1.025
25 H -3.49359 0.81748 -0.24484  C11 1.134
26 H -2.71519 2.18064 0.71511  C11 1.116
27 H -3.33245 0.47711 1.44199  C11 1.153
28 H 4.10323 -0.65252 0.06759  N12 1.005

Values from the calculation:
Orbital gap   8.4846 eV
LUMO   0.76 eV

***

Relative to the most stable one, in kcal/mol, the structures come out at (1) 126.8; (2) 0.0; (3) 121.5.

***

(1)
Computed, not measured: C4H9NO3S in the gas phase, with ωB97M-V/def2-TZVPD.

Each atom is followed by the atoms it is bonded to, with distances in Å.
Geometry (Å):
1 C 2.98135 0.16624 -0.00541  C2 1.471, H10 1.095, H11 1.158, H12 1.086
2 C 1.58696 0.61830 0.11894  C1 1.471, O3 1.180, S4 2.014
3 O 1.07122 1.67923 0.12753  C2 1.180
4 S 0.53223 -1.09588 0.03814  C2 2.014, O5 1.427, O6 1.432, N7 1.642
5 O 0.89886 -1.64967 -1.22513  S4 1.427
6 O 0.68204 -1.93094 1.19217  S4 1.432
7 N -1.06198 -0.70274 0.06562  S4 1.642, C8 1.406, C9 1.467
8 C -1.52713 -0.28424 -1.19378  N7 1.406, H13 1.014, H14 1.145, H15 1.070
9 C -1.69731 -0.37112 1.34536  N7 1.467, H16 1.122, H17 1.123, H18 1.026
10 H 2.93629 -0.92017 -0.13603  C1 1.095
11 H 3.57225 0.77106 -0.79618  C1 1.158
12 H 3.45747 0.43934 0.93158  C1 1.086
13 H -0.95032 -0.76072 -1.87858  C8 1.014
14 H -2.62162 -0.50911 -1.44319  C8 1.145
15 H -1.48820 0.78069 -1.29107  C8 1.070
16 H -1.17787 -1.13783 1.97840  C9 1.122
17 H -1.68611 0.71043 1.64838  C9 1.123
18 H -2.69203 -0.61877 1.39766  C9 1.026

Values from the calculation:
SMILES   CC(=O)S(=O)(=O)N(C)C
Orbital gap   9.7886 eV
LUMO   0.45 eV

***

(2)
Computed, not measured: 2 unconnected molecules or ions with the total composition C4H9NO3S, with ωB97M-V/def2-TZVPD.

Each atom is followed by the atoms it is bonded to, with distances in Å.
Geometry (Å):
1 C 2.72255 0.05652 -1.12762  C2 1.328, H10 1.078, H11 1.078
2 C 2.30890 0.25210 0.11871  C1 1.328, C4 1.460, H12 1.081
3 C -1.70514 -1.42786 1.21392  O7 1.400, H13 1.092, H14 1.095, H15 1.095
4 C 1.77285 1.53386 0.56865  C2 1.460, O8 1.205, H16 1.108
5 N -3.01400 1.50394 -0.88114  S9 1.519, H18 1.003
6 O -0.71887 0.83752 -0.71052  S9 1.649, H17 0.965
7 O -2.47400 -0.67758 0.31683  C3 1.400, S9 1.690
8 O 1.42815 1.77777 1.69695  C4 1.205
9 S -2.09025 0.96428 0.19660  N5 1.519, O6 1.649, O7 1.690
10 H 3.12309 -0.88767 -1.45815  C1 1.078
11 H 2.67607 0.84226 -1.86435  C1 1.078
12 H 2.35670 -0.53036 0.86336  C2 1.081
13 H -2.22524 -2.37240 1.38510  C3 1.092
14 H -1.59120 -0.90331 2.16863  C3 1.095
15 H -0.71149 -1.62831 0.80012  C3 1.095
16 H 1.71305 2.30680 -0.22276  C4 1.108
17 H -0.99149 0.97186 -1.62652  O6 0.965
18 H -3.86104 1.92567 -0.54796  N5 1.003

Values from the calculation:
Orbital gap   10.0424 eV
LUMO   0.34 eV

***

Relative to the most stable one, in kcal/mol, the structures come out at (1) 0.0; (2) 16.3.

***

(1)
Computed, not measured: CH6OSi in the gas phase, with ωB97M-V/def2-TZVPD.

Each atom is followed by the atoms it is bonded to, with distances in Å.
Geometry (Å):
1 C 1.19256 -0.33866 -0.03006  Si2 2.113, H4 1.083, H5 1.093, H6 1.042
2 Si -0.82738 0.24797 -0.22684  C1 2.113, O3 1.710, H7 1.560, H8 1.564
3 O -2.39983 -0.23393 0.24083  Si2 1.710, H9 0.957
4 H 1.68136 0.11955 -0.88104  C1 1.083
5 H 1.24903 -1.42982 -0.05365  C1 1.093
6 H 1.42703 0.11969 0.87632  C1 1.042
7 H -0.73904 1.64287 0.46712  Si2 1.560
8 H -1.20241 0.44442 -1.73266  Si2 1.564
9 H -2.91786 -0.89477 -0.21851  O3 0.957

Values from the calculation:
SMILES   C[SiH2]O
Orbital gap   10.6057 eV
LUMO   0.56 eV

***

(2)
Computed, not measured: 2 unconnected molecules or ions with the total composition CH6OSi, with ωB97M-V/def2-TZVPD.

Each atom is followed by the atoms it is bonded to, with distances in Å.
Geometry (Å):
1 C -0.56884 0.62700 0.20417  O2 1.421, Si3 1.962, H5 1.009
2 O -0.36417 0.65023 1.61001  C1 1.421, H6 1.046
3 Si 0.21887 -0.92092 -0.70811  C1 1.962, H7 1.516, H8 1.378, H9 1.445
4 H 0.13855 1.76853 -0.64008  no bonds
5 H -1.56482 0.73143 0.08355  C1 1.009
6 H 0.61338 0.34989 1.83162  O2 1.046
7 H 0.19716 -1.81621 0.51537  Si3 1.516
8 H -0.27576 -0.82206 -1.99097  Si3 1.378
9 H 1.60563 -0.56789 -0.90555  Si3 1.445

Values from the calculation:
Orbital gap   9.9666 eV
LUMO   0.77 eV

***

(3)
Computed, not measured: CH6OSi in the gas phase, with ωB97M-V/def2-TZVPD.

Each atom is followed by the atoms it is bonded to, with distances in Å.
Geometry (Å):
1 C -0.78680 0.43309 0.78426  Si2 2.020, H4 1.078, H5 1.082, H6 1.177
2 Si 0.69195 -0.15561 -0.45992  C1 2.020, O3 1.728, H7 1.403, H8 1.437
3 O 1.28440 -0.22649 -2.08202  Si2 1.728, H9 0.949
4 H -1.17685 1.38674 0.46559  C1 1.078
5 H -0.19141 0.55919 1.67832  C1 1.082
6 H -1.51141 -0.48887 0.88600  C1 1.177
7 H 1.77112 0.71520 -0.24419  Si2 1.403
8 H 0.78017 -1.49938 0.04287  Si2 1.437
9 H 0.62507 -0.24459 -2.76367  O3 0.949

Values from the calculation:
SMILES   C[SiH2]O
Orbital gap   10.7866 eV
LUMO   0.40 eV

***

(4)
Computed, not measured: 2 unconnected molecules or ions with the total composition CH6OSi, with ωB97M-V/def2-TZVPD.

Each atom is followed by the atoms it is bonded to, with distances in Å.
Geometry (Å):
1 C -1.22020 -0.88064 -0.18693  O2 1.387, H4 1.066, H5 1.118
2 O -0.17763 -0.15024 0.36403  C1 1.387, Si3 1.656
3 Si 1.43185 -0.19560 -0.02431  O2 1.656, H7 1.543, H8 1.423, H9 1.492
4 H -2.16238 -0.39086 -0.09225  C1 1.066
5 H -1.13950 -1.99242 -0.10004  C1 1.118
6 H -0.80188 -0.71399 -2.10988  no bonds
7 H 2.08365 -1.37519 0.72722  Si3 1.543
8 H 1.87530 1.11633 0.30195  Si3 1.423
9 H 1.52333 -0.67009 -1.43606  Si3 1.492

Values from the calculation:
Orbital gap (alpha / beta)   9.3685 / 9.3694 eV
LUMO (alpha / beta)   0.32 / 0.32 eV

***

Relative to the most stable one, in kcal/mol, the structures come out at (1) 0.0; (2) 81.1; (3) 5.3; (4) 73.2.